# 1
Below is a structure of composition C18H16Br2HfN9O7S, with properties calculated with ωB97M-V/def2-TZVPD.

The HOMO energy is -10.89 eV. For the electronic energy, the calculation gives -7309.291693 Ha. Its energy above the lowest of the compared OMol25 structures with the same formula, charge and spin is 0.370 eV. As for the net charge: +1. For the frontier orbital gap, the calculation gives 7.066 eV.

XYZ file:
```
54
Properties=species:S:1:pos:R:3:forces:R:3:mulliken_charge:R:1
Hf 0.56603 0.03030 0.26214 -1.63 -0.68 0.59 1.288
Br -2.42636 -3.74291 0.71998 -0.42 -0.62 0.57 -0.127
C -2.09262 -2.99251 -0.92645 1.31 1.85 -1.30 -0.489
C -2.65696 -3.40673 -2.12436 -0.56 -0.32 -1.50 -0.154
C -2.32012 -2.79589 -3.33898 0.00 -0.31 1.45 -0.118
Br -3.07188 -3.44981 -4.91837 -0.19 -0.15 -0.26 -0.182
C -1.41174 -1.70156 -3.38159 -0.06 -0.11 0.40 0.575
C -1.02515 -1.03836 -4.55342 0.59 0.79 -0.28 -0.567
C -0.13678 0.04060 -4.45040 -0.49 -0.39 -0.94 -1.098
C 0.33352 0.46159 -3.22081 -0.60 -0.86 1.90 -0.155
N -0.02482 -0.16643 -2.05845 0.47 0.49 -1.15 -0.001
C -0.84384 -1.24307 -2.14523 -0.88 -0.49 -1.08 0.370
C -1.16217 -1.93690 -0.95774 -1.18 -1.78 0.35 0.668
O -0.55659 -1.67004 0.16548 0.90 0.73 0.11 -0.044
H -3.36785 -4.24194 -2.13132 0.32 0.39 -0.03 0.428
H -1.42382 -1.37062 -5.52618 0.31 0.30 0.61 0.337
H 0.20206 0.60728 -5.32600 -0.28 -0.43 0.28 0.427
H 0.99053 1.33014 -3.16520 -0.18 -0.32 0.17 0.430
C -1.19791 -1.84896 5.51185 -0.16 -0.16 0.36 -1.207
C -1.83660 -0.95936 4.50845 -1.49 0.62 0.01 0.862
N -3.00456 -0.34561 4.64709 1.50 -0.32 -0.59 -0.745
N -3.15880 0.37372 3.47747 1.00 -0.54 -0.36 0.161
C -2.12104 0.19858 2.61280 -0.72 -0.49 1.62 0.513
S -1.93801 0.89856 1.12029 0.17 0.46 -0.90 -0.736
N -1.29182 -0.67085 3.27303 0.09 0.35 -0.53 0.163
N -0.08104 -1.18248 2.70914 -1.01 -0.20 0.93 -0.488
H -1.89002 -1.87511 6.37690 0.53 -0.18 -0.46 0.350
H -0.22011 -1.45425 5.85481 -0.52 -0.17 -0.23 0.326
H -1.05101 -2.87156 5.10141 -0.12 0.60 0.33 0.278
H -3.99284 0.94637 3.31263 0.64 -0.45 0.18 0.192
H 0.64418 -1.06688 3.42415 -0.12 0.08 -0.34 0.405
H -0.24046 -2.19101 2.58195 0.03 0.39 -0.14 0.342
N 2.10409 -1.67970 0.78467 0.38 -0.19 0.61 -0.460
N 2.75574 -1.14522 1.93968 0.26 1.14 0.49 -0.292
C 2.61947 0.28648 2.20569 0.33 1.06 0.55 0.472
O 3.50044 0.89655 2.76811 -0.67 -1.21 -0.52 -0.589
O 1.43791 0.84805 1.88209 1.56 -1.10 0.24 -0.683
H 1.73006 -2.60137 1.03534 0.09 0.42 -0.25 0.335
H 2.78984 -1.79023 0.02828 -0.38 0.11 0.15 0.364
H 3.73374 -1.40829 2.03142 -0.18 0.04 -0.04 0.305
O 3.54520 4.22080 -2.62635 -1.29 -0.68 0.59 -0.526
C 2.25484 4.61469 -2.51670 1.10 1.46 -1.04 0.520
O 1.81747 5.59451 -3.10254 0.55 -1.47 0.88 -0.574
C 1.36496 3.83382 -1.63140 -0.78 -1.63 1.14 0.123
C 0.05611 4.21863 -1.29722 0.59 -0.79 0.22 -0.411
N -0.51460 3.22092 -0.56189 1.78 -0.38 -0.58 -0.281
N 0.36081 2.16041 -0.39845 1.23 2.50 -1.45 0.120
C 1.54223 2.53498 -1.02890 -3.06 1.86 0.14 -0.507
C 2.66257 1.58869 -1.05641 2.49 -2.25 0.03 1.330
O 3.81874 1.90066 -1.37837 -2.35 -0.25 0.40 -0.733
O 2.34826 0.31537 -0.70706 0.70 2.85 -0.84 -0.607
H 3.73075 3.34212 -2.12774 -0.16 1.21 -0.53 0.391
H -0.41843 5.16502 -1.57097 -0.03 -0.57 0.26 0.528
H -1.43161 3.21879 -0.10638 0.58 -0.18 -0.17 0.169
```
Forces are in eV/Å.

***

# 2
Below is a cluster of 2 separate species, C17H28FN2O8 in total, with properties calculated with ωB97M-V/def2-TZVPD.

The HOMO energy is -2.21 eV. For the electronic energy, the calculation gives -1475.844453 Ha. As for the net charge: -1. For the frontier orbital gap, the calculation gives 4.721 eV.

XYZ file:
```
56
Properties=species:S:1:pos:R:3:forces:R:3:mulliken_charge:R:1
C 0.17914 5.00684 1.26908 -0.52 0.29 -0.26 -1.702
C 1.00694 3.81710 1.70733 0.16 0.47 0.30 1.766
C 2.37353 4.00839 1.07271 0.50 -0.28 -0.32 -1.749
C 1.10668 3.75091 3.20842 -0.04 -0.22 0.64 -1.709
O 0.36407 2.54293 1.35158 0.25 0.66 -1.40 -0.194
C 0.32720 2.25277 0.04975 0.39 0.44 -0.58 0.420
N -0.10044 0.82434 -0.13720 -1.57 0.70 -0.85 1.141
N -0.49901 0.76554 -1.31039 0.79 1.43 -0.17 -0.999
C -1.00260 -0.43054 -1.88366 -0.05 -1.85 1.33 0.458
O -0.96624 -1.54309 -1.39188 -0.31 1.46 -1.09 -0.499
O -1.49729 -0.06120 -3.08283 -0.32 -0.48 -0.16 -0.403
C -2.17118 -1.05844 -3.92596 0.12 0.01 -0.33 1.714
C -3.45869 -1.52817 -3.27848 -0.23 -0.10 0.24 -1.631
C -1.23704 -2.21907 -4.20996 0.28 -0.36 -0.02 -1.607
C -2.48750 -0.35560 -5.24967 0.02 0.31 -0.10 -1.679
O 0.56156 2.99516 -0.88111 -0.13 -0.69 1.13 -0.574
H -0.85492 4.93316 1.62936 0.16 0.02 -0.12 0.347
H 0.61966 5.94169 1.65334 -0.11 -0.38 0.01 0.419
H 0.20710 5.04818 0.17629 -0.30 0.13 0.21 0.404
H 3.04108 3.15790 1.26769 -0.19 0.16 -0.12 0.352
H 2.22583 4.14818 -0.00446 0.40 -0.15 0.30 0.436
H 2.84314 4.92382 1.47314 -0.27 -0.37 -0.01 0.466
H 1.55698 2.81271 3.52432 -0.04 -0.16 -0.08 0.348
H 1.70545 4.56280 3.61918 0.07 0.18 -0.21 0.394
H 0.12026 3.82773 3.66480 -0.13 -0.13 0.00 0.385
H -4.17035 -0.69946 -3.17601 0.19 -0.13 0.14 0.373
H -3.92737 -2.28378 -3.91912 0.09 0.10 0.05 0.412
H -3.25495 -1.99262 -2.30924 -0.11 0.16 -0.09 0.364
H -0.35317 -1.85645 -4.75631 -0.14 -0.16 0.30 0.376
H -0.95078 -2.70860 -3.27264 0.09 0.09 -0.37 0.382
H -1.74610 -2.95357 -4.84945 0.06 0.20 0.11 0.436
H -1.55889 -0.02659 -5.75001 -0.42 0.01 0.30 0.381
H -2.99069 -1.06493 -5.92904 0.17 0.18 0.33 0.393
H -3.16836 0.50152 -5.10096 0.40 -0.27 -0.03 0.393
C -1.62248 -1.26182 5.26157 0.25 0.07 0.06 -1.254
C -0.83365 -0.30838 4.39452 0.37 -0.04 -1.29 -0.114
O -0.68402 -0.93441 3.07817 -0.90 0.58 2.06 -0.245
C 0.33323 -0.51617 2.29011 1.70 -1.69 -2.83 0.588
C 0.46592 -1.39467 1.14410 1.94 0.76 0.69 0.320
F -0.38882 -2.41107 1.14674 -1.70 -2.13 0.14 -0.478
C 1.57127 -1.56942 0.21412 -2.20 1.36 2.41 0.437
O 2.29335 -0.66129 -0.15519 1.34 0.02 -0.78 -0.736
O 1.65193 -2.86541 -0.18234 1.40 -1.26 -0.99 -0.175
C 2.87999 -3.31988 -0.82817 -0.84 0.83 0.22 -0.252
C 2.81480 -4.83006 -0.89925 0.14 0.05 0.14 -1.189
O 1.07652 0.42200 2.51439 0.04 0.59 1.26 -0.692
H -1.90454 -0.72485 6.16490 -0.16 -0.02 0.20 0.392
H -2.52723 -1.62564 4.76344 0.24 0.02 0.05 0.299
H -0.97366 -2.09123 5.56167 -0.31 -0.08 -0.16 0.285
H -1.35078 0.65828 4.27413 0.16 -0.27 -0.01 0.194
H 0.15583 -0.10915 4.83764 -0.28 -0.02 -0.30 0.289
H 2.96352 -2.87658 -1.83474 -0.06 -0.04 0.34 0.278
H 3.76143 -3.00627 -0.24277 -0.37 0.06 -0.18 0.286
H 3.63759 -5.17736 -1.52389 0.06 -0.12 -0.09 0.381
H 2.96459 -5.24961 0.10090 -0.26 -0.06 -0.16 0.287
H 1.87215 -5.18658 -1.32867 0.14 0.13 0.16 0.284
```
Forces are in eV/Å.

***

# 3
Below is an isolated molecule of C2H4BrN, with properties calculated with ωB97M-V/def2-TZVPD.

The HOMO energy (alpha / beta) is -8.32 / -7.87 eV. For the electronic energy, the calculation gives -2707.144288 Ha. Its energy above the lowest of the compared OMol25 structures with the same formula, charge and spin is 5.844 eV. As for the net charge: 0. For the frontier orbital gap (alpha / beta), the calculation gives 8.285 / 7.499 eV.

XYZ file:
```
8
Properties=species:S:1:pos:R:3:forces:R:3:mulliken_charge:R:1
C 0.90886 0.16554 -0.04752 -1.98 -0.49 -0.45 -0.277
C 2.15402 0.53067 0.02734 -0.64 1.99 0.58 -0.194
N -2.05290 -0.98135 0.03121 -1.20 -2.00 0.14 -0.654
Br -0.79870 0.72081 -0.14072 1.53 1.72 0.22 0.150
H 2.39077 1.62260 0.27524 0.29 -1.74 -0.61 0.226
H 2.81381 -0.29288 -0.11027 1.21 0.00 0.22 0.249
H -2.66818 -1.00577 -0.78398 0.39 0.17 -0.54 0.245
H -2.74768 -0.75961 0.74870 0.40 0.34 0.45 0.255
```
Forces are in eV/Å.

***

# 4
Below is the ion C11H14NO2 with charge +1, with properties calculated with ωB97M-V/def2-TZVPD.

The HOMO energy is -12.64 eV. For the electronic energy, the calculation gives -632.355860 Ha. Its energy above the lowest of the compared OMol25 structures with the same formula, charge and spin is 6.727 eV. As for the net charge: +1. For the frontier orbital gap, the calculation gives 6.917 eV.

XYZ file:
```
28
Properties=species:S:1:pos:R:3:forces:R:3:mulliken_charge:R:1
C -0.91502 0.07960 -1.05648 -2.18 -1.05 2.50 0.997
C 0.89576 -0.94978 -2.17561 1.06 -0.79 -0.71 -0.731
C -1.52758 0.45155 -2.31038 -0.85 -0.97 2.09 -0.495
C 0.23183 -0.74862 -3.43857 -0.68 1.08 2.78 -0.485
C 0.29655 -0.64484 -0.95242 0.66 0.54 -2.09 -0.297
C -1.04463 -0.01633 -3.43844 1.90 -1.32 -5.16 0.415
C 1.99929 -1.54184 4.15053 0.11 -0.03 1.67 -0.456
C -0.24837 2.11263 0.36986 0.75 0.97 0.12 -0.773
C -1.26887 1.13169 -0.02080 0.41 0.46 0.83 -0.762
C -0.66224 1.07840 1.37824 -0.56 -0.06 0.39 -0.230
C 0.72455 -0.37793 2.73579 -2.28 3.49 2.21 0.123
N 0.02269 -0.12958 1.72704 0.26 -0.34 -1.12 -0.287
O -1.65833 0.24014 -4.70069 0.16 0.10 3.10 -0.486
O 1.10044 -1.55949 3.08217 -0.37 -1.38 -1.05 -0.287
H 1.81243 -2.50587 4.73057 0.52 1.64 -0.47 0.181
H 1.95121 -1.34286 -2.06545 -1.47 0.14 -0.83 0.354
H -2.47417 0.91043 -2.15415 -0.54 0.65 -0.71 0.427
H 0.65081 -1.07158 -4.38512 0.15 -0.02 0.17 0.357
H 2.95286 -1.51110 3.65345 0.89 -0.22 0.59 0.281
H 1.83833 -0.53284 4.70995 0.51 -2.20 -0.23 0.320
H 0.66088 2.03783 -0.18310 0.77 -0.06 0.06 0.285
H -0.56302 3.14809 0.53904 0.10 -0.48 0.07 0.292
H -2.22729 1.51744 -0.25033 -1.03 0.17 0.53 0.606
H -1.66598 -0.65216 -0.36074 1.39 0.64 -1.98 0.311
H -1.30741 1.47934 2.15771 0.09 -0.06 -0.04 0.393
H 0.84064 0.33175 3.66047 -0.04 -0.35 -1.94 0.128
H 0.75291 -0.80489 0.02385 -0.25 -0.18 -0.41 0.508
H -1.16827 -0.12920 -5.42640 0.51 -0.35 -0.37 0.311
```
Forces are in eV/Å.

***

# 5
Below is a cluster of 2 separate species, C2H5Cl2PS2 in total, with properties calculated with ωB97M-V/def2-TZVPD.

Its multiplicity is 3. The HOMO energy (alpha / beta) is -6.85 / -9.72 eV. For the electronic energy, the calculation gives -2137.245033 Ha. As for the net charge: 0. For the frontier orbital gap (alpha / beta), the calculation gives 7.303 / 7.586 eV.

XYZ file:
```
12
Properties=species:S:1:pos:R:3:forces:R:3:mulliken_charge:R:1
C 0.48968 -0.60274 -2.27886 -0.80 -0.84 1.69 -0.708
C 1.31198 -1.62008 -1.50699 -1.69 -0.21 0.16 -0.388
P -1.31517 1.79539 2.01392 -0.75 1.40 1.19 0.322
S -1.56239 0.79550 3.90194 1.27 -0.08 -0.63 -0.211
S 0.50070 -2.69562 -0.51011 -0.15 -0.34 0.35 -0.081
Cl -0.06549 3.37645 2.63008 -0.36 -0.25 -0.08 -0.206
Cl 0.04171 0.85351 0.93489 0.87 -1.11 -0.40 -0.087
H 1.04338 -0.51416 -3.16378 0.22 0.44 -1.77 0.251
H -0.62424 -0.99622 -2.48113 2.51 1.39 0.61 0.315
H 0.67113 0.34375 -1.69462 -1.24 -0.52 -0.85 0.171
H 2.35020 -1.74913 -1.60637 1.17 0.07 -0.28 0.447
H -2.84149 1.01336 3.76105 -1.05 0.05 0.00 0.174
```
Forces are in eV/Å.

***

Question: Which formula does entry 5 have?
Answer: C2H5Cl2PS2

***

Question: Which of these has the highest electronic energy?
Answer: C11H14NO2

***

Copy entry 5 word for word.
Below is a cluster of 2 separate species, C2H5Cl2PS2 in total, with properties calculated with ωB97M-V/def2-TZVPD.

Its multiplicity is 3. The HOMO energy (alpha / beta) is -6.85 / -9.72 eV. For the electronic energy, the calculation gives -2137.245033 Ha. As for the net charge: 0. For the frontier orbital gap (alpha / beta), the calculation gives 7.303 / 7.586 eV.

XYZ file:
```
12
Properties=species:S:1:pos:R:3:forces:R:3:mulliken_charge:R:1
C 0.48968 -0.60274 -2.27886 -0.80 -0.84 1.69 -0.708
C 1.31198 -1.62008 -1.50699 -1.69 -0.21 0.16 -0.388
P -1.31517 1.79539 2.01392 -0.75 1.40 1.19 0.322
S -1.56239 0.79550 3.90194 1.27 -0.08 -0.63 -0.211
S 0.50070 -2.69562 -0.51011 -0.15 -0.34 0.35 -0.081
Cl -0.06549 3.37645 2.63008 -0.36 -0.25 -0.08 -0.206
Cl 0.04171 0.85351 0.93489 0.87 -1.11 -0.40 -0.087
H 1.04338 -0.51416 -3.16378 0.22 0.44 -1.77 0.251
H -0.62424 -0.99622 -2.48113 2.51 1.39 0.61 0.315
H 0.67113 0.34375 -1.69462 -1.24 -0.52 -0.85 0.171
H 2.35020 -1.74913 -1.60637 1.17 0.07 -0.28 0.447
H -2.84149 1.01336 3.76105 -1.05 0.05 0.00 0.174
```
Forces are in eV/Å.